No. 1
Molecular formula: C6H10O
Method: DFT, wB97M-V/def2-TZVPD

Output
Gap between HOMO and LUMO in Eh: 0.3412
Structure (SMILES): CC1=CCC=C1.O
Molar mass in g mol⁻¹: 98.1

The geometry in XYZ format:
```
17
Properties=species:S:1:pos:R:3:forces:R:3:nbo_charge:R:1
O -1.15686 1.54083 1.23742 -0.273 0.054 0.888 -0.94
C -1.31784 -1.08986 0.15038 0.237 -0.490 -0.441 -0.26
C -1.44744 -0.03221 -0.92313 0.067 0.030 0.055 -0.50
C 0.77041 -0.14963 -0.19795 -0.128 0.128 -0.173 -0.10
C 2.24972 0.06846 -0.02369 0.049 0.014 0.012 -0.64
C -0.00503 -1.21526 0.44757 -0.148 -0.054 0.044 -0.21
C -0.10109 0.62232 -0.88155 0.337 -0.362 -0.524 -0.12
H 2.72404 -0.78280 0.47704 -0.104 0.136 -0.101 0.22
H 0.09514 1.59643 -1.31745 0.097 -0.296 -0.206 0.22
H 2.46790 0.96135 0.57492 -0.050 -0.112 -0.055 0.22
H -2.11965 -1.74157 0.47918 0.139 0.023 -0.130 0.22
H -2.30748 0.64215 -0.89905 0.175 -0.151 0.148 0.25
H 0.43611 -1.97221 1.09006 -0.109 0.105 -0.039 0.22
H -0.23070 1.60070 1.49639 -0.175 0.124 -0.007 0.46
H 2.73815 0.20285 -0.99515 -0.055 -0.032 0.194 0.23
H -1.48820 -0.59747 -1.86938 -0.130 0.117 0.018 0.26
H -1.30085 0.57112 1.17614 0.072 0.766 0.316 0.47
```
Positions in Å, forces in eV/Å.

No. 2
Molecular formula: C15H18MoN
Method: DFT, wB97M-V/def2-TZVPD

Output
Total charge: +3
Spin multiplicity: 3
Expectation value of S²: 2.02
Gap between HOMO and LUMO (spin up / spin down) in Eh: 0.2666 / 0.2686
Molar mass in g mol⁻¹: 308.3

The geometry in XYZ format:
```
35
Properties=species:S:1:pos:R:3:forces:R:3:lowdin_spin:R:1
Mo 0.19677 0.33752 -0.10037 -0.477 0.591 0.872 0.93
N -1.45118 -2.21810 3.97560 -0.069 -0.042 0.041 0.64
C -1.98441 -1.66458 2.72952 -0.050 -0.056 0.124 0.06
C 0.97116 2.34353 0.56289 0.137 0.034 -0.100 0.01
C -0.92950 -4.00116 -0.10579 0.005 0.039 0.009 0.00
C 0.28454 1.50249 -2.04570 -0.076 -0.043 -0.023 0.01
C 0.08669 -1.92014 -0.50549 0.305 -0.334 -0.451 0.01
C -1.51671 -3.45440 1.05422 0.036 -0.059 0.125 0.00
C 1.64092 1.43886 -1.61791 0.038 -0.139 0.028 0.01
C -0.68647 2.15236 -1.22098 0.027 0.068 -0.107 0.02
C -0.33246 2.60177 0.06105 0.026 -0.057 -0.149 0.03
C -0.04161 -2.43980 4.18322 -0.063 0.016 -0.055 0.07
C -0.47328 -1.37275 0.62779 -0.127 -0.047 -0.006 -0.02
C -2.36311 -2.55330 5.05061 0.113 0.123 -0.145 0.07
C 1.97522 1.82076 -0.30788 0.112 0.084 -0.081 0.02
C -1.29087 -2.16207 1.48052 0.067 0.028 -0.218 0.00
C -0.09625 -3.24937 -0.90413 -0.021 0.139 0.081 0.00
H -1.08302 3.05897 0.69739 0.021 -0.038 0.012 0.00
H -1.95038 -0.57251 2.83047 0.064 -0.014 -0.017 0.03
H -1.15137 -5.02805 -0.36719 0.018 -0.008 -0.025 0.00
H 1.23818 2.62696 1.57453 -0.042 -0.022 -0.004 0.00
H -3.03997 -1.94021 2.70149 0.002 0.061 -0.061 0.01
H 2.99218 1.70585 0.05011 -0.017 -0.013 0.000 0.00
H 0.78984 -1.31007 -1.14625 -0.012 -0.113 -0.112 0.00
H 0.12932 -3.51480 4.31643 0.033 0.009 0.022 0.03
H -2.18218 -4.08957 1.63013 0.001 -0.002 -0.007 0.00
H 0.53508 -2.07771 3.33757 0.017 -0.021 0.042 0.00
H -1.93388 -2.23086 6.00020 -0.026 -0.055 0.028 0.02
H -3.33499 -2.09856 4.87933 -0.018 -0.032 0.036 0.00
H 2.40032 1.03716 -2.27952 -0.007 -0.025 0.026 0.00
H 0.37774 -3.64813 -1.78978 -0.010 -0.038 0.005 0.00
H -2.46135 -3.64742 5.07373 -0.049 -0.009 0.057 0.04
H 0.00660 1.16082 -3.03558 -0.003 -0.010 0.023 0.00
H -1.70270 2.26704 -1.58250 0.012 0.002 0.038 0.00
H 0.25722 -1.94507 5.11137 0.033 -0.019 -0.009 0.02
```
Positions in Å, forces in eV/Å.

No. 3
Molecular formula: C5H12N2O
Method: DFT, wB97M-V/def2-TZVPD

Output
Gap between HOMO and LUMO in Eh: 0.3515
Molar mass in g mol⁻¹: 116.2

The geometry in XYZ format:
```
20
Properties=species:S:1:pos:R:3:forces:R:3:nbo_charge:R:1
O 2.01891 -0.40679 0.16672 0.642 1.031 -0.472 -0.62
N 0.23432 0.75439 0.91122 0.047 0.206 -1.135 -0.44
N -1.03274 0.77820 -1.76844 0.852 -1.067 0.677 -0.80
C -1.19933 0.55495 1.15479 0.864 1.205 -1.407 -0.40
C -0.02828 -2.14619 -1.06792 -0.967 0.539 -0.215 -0.62
C 1.03910 1.56343 1.81429 -0.497 -0.361 0.336 -0.41
C 0.89946 0.04038 -0.04001 -0.367 -2.426 0.491 0.69
C 0.21564 -0.60197 -1.29769 2.834 1.050 1.479 -0.23
H -1.69424 1.50430 0.95680 -0.319 0.100 0.496 0.21
H -1.38462 0.17346 2.15186 -0.078 -0.215 0.044 0.20
H 0.31002 2.08592 2.42930 0.159 -0.283 0.637 0.20
H -1.10862 -2.33524 -0.96613 0.292 -0.171 -0.089 0.22
H -1.55382 -0.05774 0.33398 -0.323 -0.474 0.541 0.21
H 0.46539 -2.56522 -0.17713 -0.051 0.725 -0.231 0.25
H 1.71893 0.88448 2.35367 -0.151 0.685 0.174 0.22
H 1.57898 2.39898 1.35337 0.150 -0.577 -0.452 0.21
H 0.90136 -0.51310 -2.13526 -0.038 0.280 0.275 0.25
H 0.35707 -2.69586 -1.92673 -0.228 0.061 -0.005 0.23
H -0.75522 0.87710 -2.74608 -0.022 -0.554 -0.078 0.33
H -0.98234 -0.29349 -1.50059 -2.801 0.246 -1.065 0.32
```
Positions in Å, forces in eV/Å.

No. 4
Molecular formula: C25H25F3N4O6
Method: DFT, wB97M-V/def2-TZVPD

Output
Gap between HOMO and LUMO in Eh: 0.2653
Structure (SMILES): C[C@]1(COc2ccc(N3CCC(Oc4ccc(OC(F)(F)F)cc4)CC3)cc2)Cn2cc([N+](=O)[O-])nc2O1
Molar mass in g mol⁻¹: 534.5

The geometry in XYZ format:
```
63
Properties=species:S:1:pos:R:3:forces:R:3:nbo_charge:R:1
F -1.12929 3.03573 8.32069 0.112 -0.258 -0.253 -0.33
F -2.00861 4.94480 7.91562 -0.063 0.176 -0.382 -0.33
F -3.15709 3.43112 8.90419 -0.333 -0.156 -0.076 -0.31
O 0.26581 2.70601 2.18830 0.291 0.175 -0.079 -0.53
O 2.01363 -3.53159 -3.60736 0.294 0.095 0.316 -0.52
O -2.33728 1.04494 -0.78234 -0.002 0.183 -0.185 -0.37
O -2.76913 3.15496 6.80519 -0.106 -0.316 -1.176 -0.49
O -0.08302 -1.48130 -4.63542 0.228 0.356 -0.495 -0.46
O -2.87439 -0.78314 0.21734 -0.112 -0.157 0.211 -0.41
N -1.14296 -2.56220 -2.98626 0.213 0.693 -0.312 -0.36
N 2.34856 0.42651 0.34248 0.332 0.188 0.303 -0.45
N -2.36199 -0.16477 -0.70379 -0.380 0.269 0.653 0.52
N -1.08626 -0.35110 -2.76558 0.151 0.394 -0.277 -0.46
C 0.71488 2.19956 -0.10394 0.085 0.021 0.351 -0.44
C 2.21608 -0.52038 -0.65846 0.131 -0.281 -0.255 0.25
C 2.08430 -2.48650 -2.68999 -0.023 -0.026 0.246 0.22
C -2.45745 2.28822 4.62801 0.041 0.265 0.481 -0.23
C -1.80688 -2.30514 -1.83686 -0.342 0.578 0.620 -0.02
C -2.27537 3.62261 7.92519 0.566 0.529 1.617 1.17
C -0.52168 2.77922 3.28591 -0.157 0.098 0.463 0.38
C -0.04169 3.58127 4.32317 -0.082 -0.179 -0.225 -0.27
C 1.54718 -3.26291 -4.89875 -0.504 0.165 -0.156 -0.08
C -0.75364 -3.64740 -3.83426 0.012 -0.645 -0.096 -0.24
C -1.74927 2.13663 3.45176 0.210 0.035 -0.283 -0.30
C 0.04261 -2.89392 -4.94115 0.349 -0.610 -0.316 0.23
C 2.19521 1.83636 0.03521 -0.191 0.227 -0.232 -0.21
C -1.76668 -0.92919 -1.72097 0.721 -1.222 -1.328 0.13
C -1.95648 3.07739 5.64902 -0.147 -0.129 -0.032 0.24
C -0.08052 1.80062 1.14338 -0.360 -0.306 -0.447 0.08
C 2.41310 -1.17535 -2.99595 0.042 -0.347 -0.156 -0.25
C 0.23744 0.35912 1.56743 0.161 0.257 0.130 -0.46
C -0.53227 -3.12687 -6.33309 0.165 0.221 0.363 -0.62
C -0.74783 3.73598 5.50008 -0.073 0.030 0.073 -0.24
C 1.75431 0.17044 1.63958 -0.291 -0.211 0.124 -0.21
C 1.83544 -2.81317 -1.36393 0.054 -0.029 -0.442 -0.23
C 2.47028 -0.21860 -2.00305 -0.035 0.131 0.138 -0.26
C -0.73521 -1.36227 -3.49396 -0.759 -0.164 1.177 0.65
C 1.90029 -1.85723 -0.37333 -0.063 0.124 0.122 -0.29
H 0.28589 1.68193 -0.96373 -0.041 -0.011 -0.040 0.23
H 1.69417 -2.17781 0.63368 -0.023 0.019 0.116 0.21
H 2.61800 -0.87544 -4.01181 0.002 0.026 -0.093 0.22
H -1.62574 -4.16747 -4.24129 0.093 0.066 -0.008 0.21
H -0.11172 -4.35956 -3.30757 -0.114 0.093 -0.089 0.24
H -0.34253 4.36413 6.27679 -0.010 0.024 0.059 0.24
H 0.90155 4.08538 4.18767 0.126 0.056 -0.018 0.23
H -0.17465 -0.33545 0.83427 -0.077 -0.053 0.005 0.21
H 2.63179 2.40107 0.86316 0.061 -0.019 -0.100 0.21
H 2.72323 0.78383 -2.30299 0.012 0.116 0.001 0.21
H 2.17366 0.89373 2.34414 0.030 -0.111 -0.019 0.21
H -0.21560 0.14730 2.53666 -0.084 -0.059 -0.026 0.22
H -2.25010 -3.04639 -1.20686 -0.075 -0.162 0.116 0.24
H 1.70237 -4.19226 -5.45267 -0.039 0.115 -0.026 0.20
H 2.10771 -2.46016 -5.38932 -0.031 -0.077 -0.032 0.19
H 0.60662 3.27263 -0.25870 -0.075 0.056 -0.064 0.22
H 0.05164 -2.58000 -7.06788 0.065 0.033 -0.132 0.23
H -2.17243 1.51837 2.67741 -0.004 -0.083 -0.115 0.23
H -3.40529 1.79460 4.76516 -0.127 -0.083 0.009 0.23
H 2.01572 -0.82400 1.99833 0.031 0.073 0.043 0.20
H 2.74085 2.09971 -0.86859 0.043 0.043 0.085 0.20
H -1.14568 1.90811 0.90466 0.219 -0.009 0.148 0.21
H -1.55851 -2.76940 -6.37623 -0.077 0.005 0.005 0.23
H 1.59499 -3.83567 -1.11292 -0.037 -0.121 0.021 0.22
H -0.51003 -4.18566 -6.57546 -0.001 -0.117 -0.031 0.22
```
Positions in Å, forces in eV/Å.